DFT (ωB97M-V/def2-TZVPD) results for 14 unconnected molecules or ions with the total composition C20H59N3O23 at a distorted geometry.

HOMO-LUMO gap = 9.4 eV
strongest force on any atom = 0.052 Eh/bohr

Each line ends with the Mulliken charge.
Positions of all 105 atoms, in Å:
O (-2.7123, 2.5621, 2.7967)  -0.471
O (3.6554, 2.2308, 0.7461)  -0.518
O (-2.7029, -5.3576, 0.4771)  -0.580
O (-0.5827, -2.1545, 3.7431)  0.240
O (2.1325, -4.8895, 2.5144)  -0.615
O (-0.6750, -0.8187, 0.1704)  -0.356
O (-1.3470, 2.4764, -5.5179)  -0.223
O (0.3981, -2.6685, 5.7434)  -0.608
O (1.0765, 0.4898, -0.3266)  -0.218
O (-3.2605, -3.5967, 1.5670)  -0.516
O (2.2906, -0.4764, -3.6577)  -0.391
O (2.0091, -2.7999, 2.1772)  -0.360
O (-0.9010, 1.2895, -0.5901)  -0.413
O (5.6537, -2.7292, 0.4930)  -0.565
O (-4.8686, 3.1678, 1.0791)  -0.586
O (-2.4845, -0.1031, 3.7488)  -0.530
O (6.0842, -0.8405, 2.4972)  -0.537
O (-1.8903, 3.3871, -7.3601)  -0.331
O (-6.0912, 3.4057, -2.3189)  -0.554
O (0.2742, 2.8648, -7.0615)  -0.569
O (3.8154, 1.1817, -2.0087)  -0.416
O (-4.2097, 2.3968, -2.5712)  -0.514
O (-0.7884, -4.1232, 4.5230)  -0.206
N (1.5134, -3.9178, 2.1145)  0.871
N (-2.9225, -4.1590, 0.5567)  0.972
N (-4.8806, 3.3425, -2.2343)  0.981
C (-0.4072, 1.9975, -4.5666)  -0.697
C (5.0677, 2.0503, 0.8003)  -0.557
C (1.9706, -0.5997, -0.1059)  0.570
C (-4.1771, 4.5917, -1.8189)  -0.744
C (-0.8578, 2.8868, -6.6662)  0.753
C (-0.1722, -0.7950, 3.7868)  -0.530
C (-0.7695, -5.0548, 5.5860)  -0.872
C (-2.6950, -3.4010, -0.6877)  -0.642
C (-1.7218, 3.7086, -8.7240)  -0.658
C (-5.5245, 1.9410, 0.7994)  -0.597
C (4.9135, -0.8487, 3.3438)  -0.352
C (5.1377, -2.8981, -0.8370)  -0.462
C (-0.2073, 0.2272, -0.2121)  0.447
C (-3.0613, -1.0036, 2.7811)  -0.391
C (3.7600, 2.4074, -2.7072)  -0.852
C (-2.4753, 3.5470, 3.7874)  -0.791
C (2.9271, -1.7348, -3.6326)  -0.498
C (0.2802, -4.1062, 1.3430)  -0.860
C (-0.2351, -2.9281, 4.7615)  0.637
C (-2.2929, 1.1982, -0.2508)  0.236
H (4.9026, -1.7879, 3.9013)  0.352
H (-0.7736, 3.2961, -9.0729)  0.337
H (-3.6256, -3.4954, -1.2475)  0.390
H (-6.4787, 2.0766, 0.2894)  0.433
H (4.6156, 3.0442, -2.4625)  0.294
H (2.3723, -2.3917, -2.9455)  0.169
H (-3.4180, 2.8849, 2.2025)  0.290
H (0.2593, 2.7982, -4.2553)  0.339
H (4.0477, -2.9125, -0.7449)  0.117
H (-3.3588, 4.0453, 4.1890)  0.284
H (3.5918, 1.3532, -1.0826)  0.158
H (-3.3095, -1.8918, 3.3579)  0.319
H (-0.3657, -6.0165, 5.2779)  0.264
H (-5.5103, 3.8796, 1.0146)  0.310
H (-1.8923, -3.8582, -1.2535)  0.304
H (0.1916, 1.1698, -4.9530)  0.367
H (0.6495, -4.2776, 0.3288)  0.517
H (3.3552, 2.7327, 1.5049)  0.288
H (-3.3751, 4.6829, -2.5509)  0.301
H (-0.3008, -3.1891, 1.3581)  -0.010
H (2.9406, -2.2558, -4.5931)  0.297
H (-2.3742, 1.2571, 0.8388)  0.032
H (-2.2933, -1.2299, 2.0340)  0.063
H (2.4214, -0.8003, -1.0793)  -0.250
H (-0.3277, -4.9700, 1.5877)  0.369
H (-3.7507, 4.4075, -0.8373)  0.248
H (2.7172, 0.0516, -2.9607)  0.353
H (5.3819, 1.8263, 1.8209)  0.317
H (-2.7792, 2.0564, -0.6908)  -0.243
H (-1.8112, 4.7768, -8.8902)  0.235
H (-3.9383, -0.6310, 2.2493)  0.203
H (5.4023, -2.0030, -1.3967)  0.204
H (-5.7343, 1.3276, 1.6792)  0.306
H (-0.5302, -0.3376, 4.7107)  0.358
H (-1.8078, -5.3110, 5.8421)  0.266
H (5.3430, -3.4724, 1.0227)  0.281
H (2.7787, -0.2517, 0.5316)  0.390
H (-0.6073, -0.2415, 2.9600)  -0.161
H (3.6989, 2.2581, -3.7842)  0.357
H (-4.8075, 5.4669, -1.9028)  0.276
H (-0.8964, 1.5501, -3.7051)  0.182
H (3.9698, -1.6033, -3.3247)  0.165
H (-2.5769, 0.7892, 3.3528)  0.440
H (5.3530, 1.1951, 0.1905)  0.198
H (-2.7385, 0.2391, -0.5023)  0.301
H (-1.8320, 4.3396, 3.3921)  0.296
H (-2.4718, 3.1894, -9.3223)  0.243
H (5.5618, -3.7870, -1.3034)  0.329
H (-0.3827, -4.7162, 6.5406)  0.379
H (1.4804, -1.5096, 0.2165)  -0.382
H (-1.9234, 3.0664, 4.5920)  0.295
H (0.9152, -0.7099, 3.7411)  0.369
H (4.0532, -0.8865, 2.6691)  -0.093
H (5.6374, 2.9082, 0.4312)  0.300
H (-2.4633, -2.3560, -0.5030)  -0.011
H (2.8648, 2.9931, -2.4644)  0.300
H (4.9117, 0.0233, 3.9869)  0.295
H (5.8823, -1.4596, 1.7711)  0.466
H (-4.8899, 1.3217, 0.1630)  0.076

DFT (ωB97M-V/def2-TZVPD) results for a molecular structure, C20H60CsO10 at a distorted geometry.

HOMO-LUMO gap = 10.3 eV
strongest force on any atom = 0.057 Eh/bohr
total charge = +1

Each line ends with the Mulliken charge.
Positions of all 91 atoms, in Å:
Cs (-0.4732, 0.7951, 0.0985)  0.734
O (1.7406, 2.9705, 3.2345)  -0.422
O (2.1150, -0.6986, -5.5587)  -0.514
O (-1.5346, -2.6114, -1.9341)  -0.334
O (0.3355, 2.8559, -2.1948)  -0.347
O (0.6773, 3.9862, 0.4993)  -0.130
O (-2.4067, -3.3314, 0.4377)  -0.567
O (-2.5827, 0.0608, -1.9515)  -0.103
O (2.2939, -0.0301, -0.3274)  -0.184
O (-2.4042, 0.7104, 2.3350)  -0.182
O (0.1232, -1.8636, 6.0418)  -0.545
C (-3.9105, 0.0562, -1.6393)  -0.025
C (2.6422, -1.4156, -0.4293)  0.112
C (-1.4467, -3.6341, 1.4270)  0.466
C (3.0428, -1.3185, -4.7157)  -0.231
C (0.8959, -2.2008, 4.9386)  0.050
C (2.3366, -2.1988, 0.7789)  -0.523
C (-0.3193, -2.4462, -3.9696)  -1.221
C (1.0355, 5.2806, 0.1461)  -0.104
C (-0.0304, 3.2516, -3.4854)  -0.355
C (-0.7647, -4.9501, 1.0900)  -1.238
C (1.9616, -1.1633, 4.7615)  -0.360
C (-0.0525, 2.5552, 4.7261)  -0.265
C (-3.7422, 0.9973, 1.9957)  -0.167
C (2.5458, 5.4626, 0.5071)  -1.212
C (-4.6823, -0.5057, -2.8779)  -1.260
C (0.7321, 2.2997, -4.3793)  -0.809
C (-0.4203, -3.1886, -2.6834)  0.106
C (1.0502, 3.5485, 4.3416)  -0.352
C (3.7436, -0.4119, -3.6983)  -0.598
C (-4.5184, -0.3316, 2.0855)  -0.785
H (-1.1018, 3.1949, -3.6779)  0.317
H (-2.2459, -0.7908, -2.2396)  0.094
H (-4.6102, -0.7363, 3.0934)  0.420
H (1.1624, 3.8717, 1.3198)  0.010
H (-0.5467, -4.2661, -2.7893)  0.434
H (-5.5151, -0.2536, 1.6514)  0.373
H (-3.7680, 1.3678, 0.9709)  0.107
H (2.6002, -0.9876, 5.6273)  0.400
H (3.6850, -1.9100, -5.3683)  0.424
H (-0.1109, -5.2373, 1.9135)  0.404
H (-0.8769, 2.7418, 4.0378)  0.173
H (3.6930, -1.6219, -0.6329)  0.356
H (-1.3346, -2.4499, -4.3660)  0.359
H (-4.1643, 1.0971, -1.4388)  0.311
H (0.8125, 5.3769, -0.9165)  0.270
H (3.2083, 4.6117, 0.3489)  0.316
H (2.5215, 2.5165, 3.5598)  0.213
H (1.3287, -3.1747, 5.1671)  0.342
H (3.0334, 6.2119, -0.1165)  0.383
H (0.5885, 4.4798, 4.0137)  0.227
H (2.7408, -1.8687, 1.7359)  0.168
H (-4.1820, 1.8496, 2.5137)  0.284
H (4.2236, 0.4467, -4.1680)  0.396
H (4.4691, -1.0435, -3.1856)  0.324
H (0.2922, 2.3336, -5.3760)  0.412
H (-1.5214, -5.7291, 0.9971)  0.378
H (-4.7300, -1.5928, -2.8146)  0.299
H (-0.2960, -4.9699, 0.1061)  0.245
H (-2.5254, 0.6621, 3.2861)  0.123
H (0.2507, -2.3132, 4.0673)  -0.060
H (0.3827, -2.9908, -4.6012)  0.457
H (-5.7469, -0.2796, -2.8188)  0.421
H (2.1562, -1.9539, -1.2430)  -0.135
H (-0.1596, 3.3705, -1.5532)  0.123
H (2.4216, -0.1561, -6.2889)  0.288
H (3.0231, 0.0543, -3.0264)  -0.141
H (2.5930, -1.3940, 3.9035)  0.124
H (1.4995, -0.2102, 4.5042)  -0.302
H (2.6731, 5.8255, 1.5270)  0.328
H (-4.2427, -0.0444, -3.7622)  0.254
H (1.6929, 3.8076, 5.1830)  0.410
H (0.1335, -1.4614, -3.8545)  0.043
H (3.0603, 0.5341, -0.4537)  0.135
H (-0.6357, -2.9092, 1.4968)  -0.450
H (0.6519, -1.9926, 6.8326)  0.323
H (1.7575, 2.6667, -4.4240)  0.319
H (1.2812, -2.3287, 1.0185)  -0.271
H (0.4941, -3.1533, -2.0910)  0.045
H (-3.2905, -3.6165, 0.6812)  0.248
H (2.4986, -2.1307, -4.2338)  0.057
H (0.6436, 1.2647, -4.0493)  -0.050
H (-3.9927, -1.0723, 1.4829)  -0.074
H (0.3945, 5.9339, 0.7380)  0.250
H (-1.7403, -3.2182, -1.2193)  0.165
H (0.3582, 1.5477, 4.6601)  -0.307
H (-0.2903, 2.7555, 5.7709)  0.391
H (-1.7931, -3.7611, 2.4526)  0.460
H (2.7702, -3.1987, 0.7575)  0.458
H (0.3812, 4.2538, -3.6050)  0.286
H (-4.0390, -0.4896, -0.7046)  0.008